1.
{"formula": "C3H5BrIN", "method": "ωB97M-V/def2-TZVPD", "symbols": ["C", "C", "C", "N", "Br", "I", "H", "H", "H", "H", "H"], "positions_angstrom": [[3.2053, 1.3063, -1.9895], [1.4262, 0.0324, 0.0871], [0.3186, 0.2558, 0.7791], [4.3462, 1.1012, -1.9623], [-5.2176, -0.2578, -0.1868], [-0.8817, 2.0333, 0.2287], [1.8113, 0.6272, -0.6985], [2.1498, -0.7373, 0.3863], [-6.3086, -0.0486, 0.6902], [-0.2132, -0.1883, 1.4948], [5.2623, 0.9846, -1.7190]], "forces_ev_per_angstrom": [[-0.01, 0.28, -0.59], [-0.09, -0.92, 1.80], [1.38, 3.23, -4.02], [-1.93, 0.29, -0.26], [0.07, 0.00, -0.04], [0.59, -0.96, 0.22], [-0.39, 0.68, -0.46], [-0.62, -0.18, 0.03], [-0.06, 0.00, 0.04], [-1.32, -2.08, 2.83], [2.37, -0.33, 0.44]], "relative_energy_kcal_mol": 47.80, "homo_ha": -0.3274, "energy_ev": -82822.326, "homo_lumo_gap_ev": 9.6, "spin_multiplicity": 1}

2.
{"formula": "C3H5BrN2O4", "method": "ωB97M-V/def2-TZVPD", "symbols": ["C", "C", "C", "N", "N", "O", "O", "O", "O", "Br", "H", "H", "H", "H", "H"], "positions_angstrom": [[-1.5623, 0.9181, 0.9183], [-0.9360, 0.0294, -0.1095], [0.5707, 0.2072, -0.4524], [1.3944, -1.0978, 0.8579], [1.0108, -0.3096, -1.7048], [0.5835, -1.8254, 1.2751], [2.5609, -1.0684, 1.0835], [1.9994, 0.1170, -2.2715], [0.2954, -1.2231, -2.0995], [1.3703, 1.8388, -0.0611], [-2.4815, 0.4432, 0.8698], [-1.5748, 1.9362, 0.6065], [-0.8833, 0.8495, 1.8811], [-1.3883, 0.1311, -1.0891], [-0.9592, -0.9461, 0.2959]], "forces_ev_per_angstrom": [[3.81, 0.04, 1.16], [2.76, 0.98, -1.55], [-0.28, 0.15, 3.69], [0.40, 1.84, -2.14], [0.22, -1.38, -1.76], [-1.60, -1.39, 0.93], [0.36, 0.65, -0.27], [-0.56, -0.18, 0.47], [0.43, 0.03, -0.26], [0.18, 0.38, 0.25], [-2.32, -0.16, 1.38], [-0.30, 0.80, -0.14], [-2.06, 0.01, -1.47], [-0.59, -0.38, -0.02], [-0.45, -1.38, -0.26]], "relative_energy_kcal_mol": 16.73, "homo_ha": [-0.3818, -0.3818], "energy_ev": -84396.966, "homo_lumo_gap_ev": [8.7, 8.7], "spin_multiplicity": 1}

Which formula does entry 1 have?
C3H5BrIN